[1]
Density functional theory data (the ωB97M-V functional and the def2-TZVPD basis) for C35H43BrN2OPb as an isolated structure in a non-equilibrium geometry.

Cartesian coordinates (Å):
Pb (-1.880, 2.123, -0.941)
C (-4.334, 1.395, -2.618)
C (-3.603, 1.612, -3.801)
C (-3.116, 2.872, -4.090)
C (-3.347, 3.939, -3.275)
C (-4.164, 3.794, -2.121)
C (-4.660, 2.532, -1.798)
H (-4.778, 0.379, -2.458)
H (-3.489, 0.837, -4.511)
H (-2.660, 3.000, -5.012)
H (-2.874, 4.964, -3.483)
H (-4.393, 4.586, -1.445)
H (-5.324, 2.521, -0.946)
C (-4.586, -0.877, 0.652)
C (-3.366, -1.499, -0.058)
C (-2.105, -1.750, 0.742)
C (-1.796, -2.974, 1.169)
C (-0.701, -3.218, 1.981)
C (0.175, -2.185, 2.261)
C (-0.144, -0.876, 1.853)
C (0.740, 0.268, 2.135)
C (0.862, 0.672, 3.669)
C (-1.323, -0.684, 1.148)
N (-1.807, 0.640, 0.890)
C (-2.299, 1.202, 1.935)
C (-2.770, 2.564, 1.914)
C (-3.122, 3.319, 3.018)
C (-3.391, 4.595, 2.494)
C (-3.117, 4.566, 1.109)
N (-2.740, 3.277, 0.777)
H (-5.388, -0.662, 0.011)
H (-4.463, 0.017, 1.372)
H (-4.943, -1.735, 1.255)
H (-3.151, -0.786, -0.888)
H (-3.686, -2.539, -0.430)
H (-2.436, -3.786, 0.848)
H (-0.554, -4.172, 2.429)
H (1.128, -2.256, 2.829)
H (0.541, 1.268, 1.717)
H (1.714, -0.050, 1.728)
H (-0.133, 0.414, 4.051)
H (1.177, 1.724, 3.698)
H (1.515, 0.018, 4.263)
H (-2.323, 0.642, 2.833)
H (-3.248, 2.990, 4.019)
H (-3.658, 5.498, 3.056)
H (-3.336, 5.258, 0.362)
C (3.905, -2.853, 1.866)
C (3.961, -3.315, 0.452)
C (5.504, -3.194, -0.029)
C (3.588, -4.801, 0.487)
C (2.987, -2.417, -0.273)
C (1.891, -3.049, -0.916)
C (0.862, -2.326, -1.361)
Br (-0.701, -3.106, -1.867)
C (1.051, -0.838, -1.568)
O (-0.022, -0.137, -1.719)
C (2.336, -0.258, -1.222)
C (3.121, -0.988, -0.462)
C (2.678, 1.141, -1.730)
C (4.108, 1.514, -1.189)
C (1.750, 2.213, -1.179)
C (2.764, 1.063, -3.274)
H (4.483, -3.408, 2.606)
H (2.828, -2.911, 2.154)
H (4.184, -1.770, 1.985)
H (6.024, -3.983, 0.516)
H (5.852, -2.188, 0.162)
H (5.629, -3.362, -1.116)
H (4.324, -5.219, 1.061)
H (3.636, -5.131, -0.660)
H (2.644, -5.050, 0.862)
H (1.781, -4.094, -0.932)
H (3.973, -0.535, -0.029)
H (4.038, 1.667, -0.116)
H (4.507, 2.401, -1.720)
H (4.825, 0.730, -1.314)
H (1.498, 1.993, -0.162)
H (0.734, 2.283, -1.598)
H (2.246, 3.222, -1.227)
H (3.583, 0.428, -3.524)
H (2.966, 2.077, -3.594)
H (1.817, 0.765, -3.717)

As for the energy above the lowest of the compared OMol25 structures with the same formula, charge and spin: 47.2 kcal/mol. As for the frontier orbital gap (alpha / beta): 4.00 / 4.00 eV. The charge is +2.

***

[2]
Density functional theory data (the ωB97M-V functional and the def2-TZVPD basis) for an isolated ion of composition C4H10NOS and charge -1 in a non-equilibrium geometry.

Cartesian coordinates (Å):
N (-0.858, -0.855, 1.487)
C (0.151, -0.123, 0.617)
C (1.060, 0.807, 1.662)
O (0.913, 0.471, 2.958)
C (-0.575, 0.675, -0.550)
C (-0.742, -0.310, -1.750)
S (0.821, -0.887, -2.528)
H (-0.647, -0.263, 2.406)
H (-0.389, -1.806, 1.661)
H (0.855, -0.981, 0.195)
H (2.234, 0.705, 1.381)
H (0.806, 1.866, 1.452)
H (0.116, 1.459, -0.962)
H (-1.563, 0.993, -0.148)
H (-1.454, -1.099, -1.440)
H (-1.132, 0.163, -2.608)
H (0.406, -0.816, -3.832)

As for the SMILES: N[C@H](C[O-])CCS. As for the energy above the lowest of the compared OMol25 structures with the same formula, charge and spin: 78.6 kcal/mol. As for the frontier orbital gap: 5.77 eV. The charge is -1.

***

[3]
Density functional theory data (the ωB97M-V functional and the def2-TZVPD basis) for a 2-piece molecular cluster, CH4O3 overall in a non-equilibrium geometry.

Cartesian coordinates (Å):
O (1.547, -1.200, -2.658)
C (0.979, -0.767, -1.653)
O (-0.373, -1.036, -1.390)
H (1.436, -0.120, -0.878)
H (-0.596, -0.668, -0.492)
O (-1.126, 1.044, 2.047)
H (-0.868, 0.727, 2.942)
H (-0.999, 2.019, 2.083)

As for the SMILES: O=CO.O. As for the energy above the lowest of the compared OMol25 structures with the same formula, charge and spin: 13.6 kcal/mol. As for the frontier orbital gap: 11.15 eV. The charge is 0.